Record 1
This record from OMol25 describes a gas-phase ion, C31H30NO2S (charge +1) in a non-equilibrium geometry. The level of theory is ωB97M-V/def2-TZVPD.

```
65
Properties=species:S:1:pos:R:3:forces:R:3
C -3.788 1.151 0.935 -0.0528 -0.1887 -0.0603
C -2.914 1.844 -0.118 0.0910 0.6868 0.3795
C -1.673 1.041 -0.508 0.8754 0.1882 2.3181
C -0.772 0.822 0.444 -0.4590 1.8220 0.6431
N 0.061 1.150 1.338 0.4205 0.2234 -1.2467
C 0.249 0.618 2.700 0.1658 -0.6301 0.4039
C -0.905 -0.232 3.149 -0.1811 -0.2605 0.3533
C -1.573 0.072 4.340 -0.0990 0.0145 -0.3104
C -2.671 -0.693 4.740 0.0567 -0.1308 -0.0161
C -3.095 -1.775 3.956 0.2267 0.0990 -0.1465
C -2.398 -2.105 2.785 0.2213 0.1772 0.1632
C -1.282 -1.352 2.405 -0.3097 -0.0149 0.0512
S 1.512 2.406 0.838 -0.5417 0.3162 -0.4071
O 1.092 2.882 -0.451 0.2383 -0.6386 1.1005
O 1.671 3.289 1.964 -0.1574 -1.0078 -0.7683
C 2.814 1.194 0.770 0.2630 0.0603 0.0548
C 3.988 1.464 1.483 -0.1428 -0.0706 0.2449
C 4.991 0.499 1.525 -0.2198 0.3066 -0.1034
C 4.854 -0.709 0.837 0.0233 0.0693 0.0853
C 5.958 -1.724 0.904 0.0602 -0.1666 -0.0286
C 3.692 -0.944 0.097 -0.2816 0.3000 -0.0809
C 2.673 0.008 0.046 -0.0310 -0.0540 0.0188
C -1.567 0.518 -1.847 -0.1867 -1.4072 -3.0148
C -1.654 -1.037 -1.949 -0.0824 0.3299 -0.0968
C -2.385 -1.733 -0.983 0.0538 -0.0331 0.0261
C -2.670 -3.091 -1.135 0.1614 0.1129 -0.2420
C -2.170 -3.781 -2.245 0.0951 0.1274 0.0393
C -1.401 -3.105 -3.200 -0.3048 0.1700 0.2045
C -1.197 -1.727 -3.079 0.0484 -0.1249 -0.0066
C -0.423 1.177 -2.660 -0.1655 0.0591 0.4154
C -0.629 2.482 -3.124 0.1518 -0.1896 -0.3115
C 0.278 3.068 -4.009 -0.0441 -0.1572 0.2898
C 1.433 2.372 -4.382 -0.0415 -0.1511 0.0571
C 1.694 1.115 -3.831 -0.2269 0.0160 0.2910
C 0.769 0.526 -2.955 0.2715 0.1922 -0.1972
H -4.588 1.818 1.281 0.2475 -0.1502 -0.1449
H -4.253 0.257 0.498 0.0217 0.1873 0.1926
H -3.190 0.835 1.797 -0.1512 0.0979 -0.0743
H -3.505 2.028 -1.026 0.3027 -0.0864 0.1880
H -2.586 2.830 0.253 -0.0962 -0.2953 -0.0607
H 1.187 0.045 2.729 -0.1271 0.1473 -0.1888
H 0.385 1.478 3.364 -0.0759 -0.0232 -0.2526
H -1.220 0.919 4.936 -0.2637 -0.2593 -0.1200
H -3.189 -0.451 5.673 0.1803 -0.1094 -0.3873
H -3.951 -2.377 4.268 0.2798 0.2504 -0.1106
H -2.703 -2.956 2.170 0.0848 0.2537 0.2835
H -0.704 -1.617 1.516 -0.2711 -0.0522 0.2005
H 4.094 2.407 2.012 -0.0185 -0.2117 -0.0211
H 5.896 0.685 2.103 -0.2260 0.0250 -0.1735
H 5.706 -2.614 0.324 0.0868 0.0809 0.0893
H 6.895 -1.309 0.513 -0.1880 -0.0485 0.0442
H 6.149 -2.026 1.941 -0.0639 0.0537 -0.1733
H 3.585 -1.885 -0.447 -0.0107 0.3121 0.1225
H 1.781 -0.169 -0.554 0.2014 -0.0044 0.1987
H -2.483 0.860 -2.374 0.4322 -0.1944 0.2496
H -2.758 -1.193 -0.110 0.0590 -0.2838 -0.2391
H -3.302 -3.588 -0.396 0.2614 0.0518 -0.2619
H -2.390 -4.839 -2.378 0.0902 0.2315 0.0803
H -0.989 -3.634 -4.065 -0.2537 0.1796 0.3274
H -0.679 -1.194 -3.879 -0.2053 -0.2397 0.3074
H -1.520 3.026 -2.805 0.1723 -0.1290 -0.2495
H 0.071 4.062 -4.405 0.1379 -0.2746 0.0969
H 2.126 2.805 -5.105 -0.1890 -0.0944 0.2565
H 2.606 0.568 -4.081 -0.2593 0.2526 0.0179
H 0.968 -0.462 -2.532 -0.0547 0.2872 -0.3003
```
Forces are in eV/Å.

For the HOMO-LUMO gap, the calculation gives 7.91 eV. The calculation puts the HOMO energy at -11.66 eV. The SMILES is CCC(=C=[N+](Cc1ccccc1)S(=O)(=O)c1ccc(C)cc1)C(c1ccccc1)c1ccccc1. The charge is +1. Its relative energy (zero: lowest compared OMol25 entry of this formula, charge and spin) is 0.00 kJ/mol. The spin multiplicity is 1. For the max |F|, the calculation gives 3.3 eV/Å.

***

Record 2
This record from OMol25 describes a molecular structure, C31H31AsF6N9Pb in a non-equilibrium geometry. The level of theory is ωB97M-V/def2-TZVPD.

```
79
Properties=species:S:1:pos:R:3:forces:R:3
Pb -0.100 -0.014 0.096 -1.2188 0.3667 -0.5210
N -2.256 2.883 -3.794 0.1597 -0.0244 -0.1508
C -1.301 2.707 -2.881 -0.1575 -0.0321 0.1555
N -1.495 2.352 -1.646 0.2190 -0.0288 -0.1532
C -2.803 2.136 -1.238 0.5200 -0.2255 0.5566
N -3.082 1.771 -0.027 -1.5828 0.6622 0.1690
N -2.179 1.349 0.823 1.8480 -0.9460 0.0406
C -2.303 1.488 2.089 -0.6171 0.4764 -0.2800
C -1.355 0.877 3.015 0.3063 -0.0103 0.1195
C -1.533 1.013 4.391 -0.0910 -0.0097 -0.1302
C -0.647 0.395 5.255 0.0422 -0.0363 -0.0485
C 0.413 -0.333 4.729 -0.0095 0.0303 0.0372
C 0.547 -0.393 3.356 0.0219 0.0001 -0.0013
N -0.306 0.200 2.518 -0.0969 -0.0138 0.1425
C -3.904 2.353 -2.155 0.0152 0.1405 -0.3423
C -5.244 2.193 -1.789 -0.0091 -0.0457 -0.0009
C -6.234 2.350 -2.729 -0.0380 -0.0012 -0.0170
C -5.911 2.685 -4.047 0.0206 0.0019 0.0040
C -4.599 2.869 -4.425 0.0956 0.0289 -0.0695
C -3.598 2.704 -3.474 -0.3479 -0.0877 0.3375
H -2.017 3.157 -4.735 0.0556 0.0175 0.0105
H -0.283 2.891 -3.214 -0.0268 0.0342 -0.1133
H -3.129 2.060 2.509 -0.0450 -0.0661 -0.0473
H -2.377 1.581 4.757 -0.0043 -0.0283 0.0427
H -0.786 0.470 6.325 -0.0047 -0.0038 0.0018
H 1.112 -0.859 5.363 0.0055 0.0333 0.0163
H 1.363 -0.947 2.902 -0.0670 -0.0870 -0.0117
H -5.479 1.932 -0.768 0.0308 -0.0482 -0.0093
H -7.270 2.203 -2.456 0.0057 0.0275 0.0235
H -6.698 2.806 -4.779 0.0020 -0.0089 -0.0047
H -4.346 3.133 -5.445 -0.0088 0.0049 0.0000
C 1.984 2.588 -0.658 -0.0135 0.0910 -0.2800
N 2.013 2.288 0.772 0.5636 -0.0689 0.1951
C 1.245 3.236 1.577 -0.1889 0.1770 0.2027
C 2.942 1.511 1.318 -0.4134 0.1851 -0.3384
C 3.386 1.725 2.655 0.0702 -0.0421 0.4933
C 4.545 1.167 3.094 -0.2903 0.2584 -0.0639
C 5.361 0.386 2.221 0.0409 -0.1930 -0.2647
C 4.872 -0.006 1.019 0.1925 -0.1012 0.1598
C 3.552 0.371 0.607 0.0760 -0.3926 -0.5521
N 2.832 -0.255 -0.323 0.3419 0.7849 0.7693
C 2.983 -1.537 -0.703 0.5104 -0.2801 0.4922
C 3.571 -2.550 0.092 -0.0784 0.2507 0.0237
C 3.489 -3.871 -0.258 -0.0118 -0.0341 -0.0872
C 2.781 -4.265 -1.418 -0.0699 0.1632 0.0670
C 2.115 -3.337 -2.162 -0.0853 -0.3695 -0.0827
C 2.233 -1.954 -1.869 -0.2812 0.0844 -0.3594
N 1.653 -1.042 -2.657 0.8243 0.0377 0.3341
C 0.554 -1.377 -3.509 -0.6242 -0.0726 -0.8323
C 2.249 0.253 -2.952 0.1008 0.2078 -0.0562
H 2.153 3.660 -0.781 0.0123 0.0102 0.1264
H 1.005 2.349 -1.076 -0.0327 0.0702 0.1096
H 2.766 2.051 -1.180 0.0101 0.0506 0.1390
H 1.812 4.155 1.738 0.0332 -0.0362 -0.0518
H 0.978 2.804 2.538 -0.0412 -0.0594 -0.0566
H 0.332 3.481 1.036 0.0044 -0.0638 -0.0561
H 2.863 2.422 3.291 0.0040 -0.0108 -0.0241
H 4.893 1.394 4.093 0.0429 0.0250 -0.0177
H 6.359 0.107 2.532 -0.0047 -0.0259 -0.0153
H 5.468 -0.604 0.341 -0.0289 -0.1109 0.0354
H 3.993 -2.286 1.048 0.1026 0.0282 0.0268
H 3.937 -4.623 0.378 -0.0222 -0.0052 0.0000
H 2.745 -5.309 -1.698 -0.0423 0.0005 0.0016
H 1.561 -3.659 -3.031 -0.0116 0.0696 -0.0240
H 0.887 -1.588 -4.529 0.0523 0.0371 0.0369
H -0.133 -0.532 -3.535 -0.0385 0.0846 -0.0035
H 0.015 -2.211 -3.116 -0.4572 -0.4907 0.2180
H 2.351 0.329 -4.036 -0.0468 -0.0876 -0.0244
H 3.232 0.339 -2.503 -0.0116 0.0027 -0.0963
H 1.608 1.065 -2.614 -0.0703 -0.1713 -0.0661
F -1.936 -0.630 -1.288 0.1299 -0.4405 -0.0471
As -3.423 -1.814 -1.774 0.6210 1.2352 -0.0001
F -3.207 -2.447 -0.200 -0.0941 -0.1508 0.0062
F -2.253 -2.923 -2.377 0.3917 0.0652 -0.0612
F -4.711 -2.777 -2.269 -0.2462 -0.2137 0.0184
F -3.310 -0.911 -3.262 -0.0543 -0.2646 0.1887
F -4.438 -0.581 -1.133 0.0351 -0.0965 -0.0401
N 0.311 -3.342 0.865 0.2420 -0.0552 -0.0270
C 0.070 -2.248 0.588 -0.1657 -0.2026 0.1274
```
Forces are in eV/Å.

For the HOMO-LUMO gap (spin up / spin down), the calculation gives 4.04 / 3.39 eV. The calculation puts the HOMO energy (spin up / spin down) at -12.59 / -12.59 eV. The charge is +2. The expectation value of S² is 0.998. The spin multiplicity is 2. For the max |F|, the calculation gives 2.1 eV/Å.

***

Q: Among the records above, which one has the lowest charge?
A: C31H30NO2S